Entry 1:
The following is a DFT calculation (ωB97M-V/def2-TZVPD) of the ion C10H11N2 with charge +1 at a distorted geometry.

Output
Net charge   +1
Max |F|   0.107 Eh/bohr
Kohn-Sham gap   8.541 eV
E_LUMO   -4.45 eV
Highest occupied orbital energy   -12.992 eV
Energy   -13517.352 eV

CARTESIAN COORDINATES (ANGSTROEM)
C 1.88 0.00 2.92
C 0.75 0.06 1.97
N 0.61 1.01 0.94
C 0.28 0.51 -0.29
C -0.32 1.52 -1.74
C -1.41 1.17 -2.45
C -2.05 -0.18 -2.35
C -1.59 -1.06 -1.47
C -0.59 -0.92 -0.44
C -0.93 -1.12 0.94
N -0.19 -0.86 1.95
C 0.98 -0.73 -0.67
H 1.89 -0.86 3.69
H 2.01 0.99 3.35
H 2.87 -0.03 2.32
H 0.92 1.98 1.17
H 0.16 2.42 -1.73
H -1.45 1.72 -3.45
H -2.98 -0.29 -2.86
H -2.18 -1.89 -1.32
H -1.89 -1.51 1.25
H 1.88 -1.10 -0.08
H 1.34 -0.83 -1.66

Entry 2:
The following is a DFT calculation (ωB97M-V/def2-TZVPD) of an isolated molecule of C5H11BO at a distorted geometry.

Output
Net charge   0
Max |F|   0.126 Eh/bohr
Kohn-Sham gap   9.565 eV
E_LUMO   0.64 eV
Highest occupied orbital energy   -8.929 eV
Energy   -8086.893 eV

CARTESIAN COORDINATES (ANGSTROEM)
C 1.35 -0.10 -2.14
C 0.98 0.74 -1.05
C 0.25 0.35 0.07
B 0.00 1.45 1.15
O -0.22 1.20 2.46
C -0.35 -0.98 0.21
C -1.80 -1.09 0.85
H 1.07 0.27 -3.18
H 1.04 -1.17 -2.23
H 2.47 -0.16 -2.15
H 1.31 1.68 -1.08
H 0.51 2.51 0.94
H -0.21 1.93 3.12
H 0.31 -1.60 0.79
H -0.33 -1.59 -0.71
H -2.61 -0.92 0.19
H -1.78 -0.37 1.60
H -1.97 -2.13 1.15

Entry 3:
The following is a DFT calculation (ωB97M-V/def2-TZVPD) of an isolated molecule of C25H37N3O7.

Output
Net charge   0
Max |F|   0.013 Eh/bohr
Kohn-Sham gap   9.319 eV
E_LUMO   0.42 eV
Highest occupied orbital energy   -8.897 eV
Energy   -45328.926 eV

CARTESIAN COORDINATES (ANGSTROEM)
C -5.29 -1.80 -0.21
C -4.73 -0.85 0.85
C -4.70 0.59 0.35
C -5.54 -0.95 2.15
O -3.40 -1.28 1.25
C -2.40 -1.35 0.36
O -2.45 -1.02 -0.81
N -1.31 -1.89 0.96
C 0.00 -1.99 0.32
C -0.09 -2.93 -0.91
O 1.02 -2.86 -1.78
C 2.17 -3.58 -1.37
C 3.00 -2.86 -0.34
C 3.07 -3.31 0.97
C 3.80 -2.61 1.91
C 4.46 -1.44 1.56
C 4.39 -0.99 0.25
C 3.67 -1.69 -0.69
C 0.55 -0.59 0.01
O 1.15 0.03 0.87
N 0.32 -0.15 -1.23
C 0.83 1.07 -1.80
C 1.74 0.72 -3.01
O 1.28 -0.38 -3.74
C -0.34 1.99 -2.25
O 0.13 3.20 -2.76
C -1.33 2.12 -1.10
C -1.94 3.43 -0.70
C -0.94 2.77 0.22
C 0.40 3.39 0.38
O 0.80 4.31 -0.33
N 1.13 2.89 1.40
C 2.47 3.31 1.64
C 3.09 2.97 2.96
C 3.55 2.27 1.72
H -4.70 -1.74 -1.12
H -6.31 -1.52 -0.43
H -5.27 -2.82 0.16
H -4.20 1.23 1.07
H -4.17 0.65 -0.60
H -5.72 0.94 0.21
H -5.12 -0.29 2.90
H -6.57 -0.67 1.96
H -5.51 -1.97 2.53
H -1.37 -2.03 1.95
H 0.68 -2.42 1.07
H -0.23 -3.96 -0.55
H -0.96 -2.66 -1.51
H 2.75 -3.70 -2.29
H 1.88 -4.57 -1.01
H 2.57 -4.22 1.25
H 3.86 -2.97 2.93
H 5.02 -0.89 2.29
H 4.91 -0.09 -0.04
H 3.62 -1.35 -1.71
H -0.31 -0.67 -1.82
H 1.43 1.59 -1.04
H 2.76 0.55 -2.65
H 1.74 1.57 -3.69
H 1.30 -1.17 -3.18
H -0.85 1.50 -3.09
H 0.46 3.76 -2.03
H -1.96 1.24 -1.01
H -2.98 3.45 -0.41
H -1.60 4.31 -1.22
H -1.31 2.28 1.11
H 0.89 1.97 1.75
H 2.67 4.26 1.18
H 3.75 3.70 3.42
H 2.50 2.41 3.67
H 4.52 2.51 1.31
H 3.25 1.24 1.58